(1)
The following is a quantum chemistry calculation of a 3-piece molecular cluster, C4H15NO2 overall, from OMol25.

Results
Multiplicity   2
Kohn-Sham gap (spin up / spin down)   0.39694 / 0.21042 hartree
E_tot   -9967.059 eV
Total charge   +1

The geometry in XYZ format:
```
22
C4H15NO2 (wB97M-V/def2-TZVPD)
C 0.85322 -0.34420 -2.36012
C 0.25154 -0.08091 -0.97526
C 0.98271 -1.01971 0.04225
C 0.07732 -2.26402 0.25428
N 0.52816 1.29865 -0.55383
H 0.29648 0.17835 -3.14366
H 1.89636 -0.04186 -2.42655
H 0.75498 -1.42181 -2.49812
H -0.82078 -0.29638 -0.94667
H 1.97167 -1.30707 -0.31878
H 1.16637 -0.57718 1.02543
H -0.98260 -2.15843 0.02351
H 0.37411 -3.07065 -0.43347
H 0.21581 -2.63516 1.26553
H 0.41306 1.34064 0.46898
H 0.14833 2.10545 -1.06291
H -0.51317 2.83496 2.95485
H -1.42811 2.75270 1.76947
O -1.00587 3.41828 2.34141
H -2.02086 0.58817 0.87715
H -1.65782 -0.10313 2.01106
O -1.50089 0.80331 1.68547
```

Mulliken population analysis, charges in e, atoms 1 to 6:
1 C -1.460
2 C 0.383
3 C -0.517
4 C -1.267
5 N -0.107
6 H 0.425

(2)
The following is a quantum chemistry calculation of a 5-piece molecular cluster, C19H53NO16P5 overall, from OMol25.

Results
Kohn-Sham gap   0.17840 hartree
E_tot   -101233.904 eV
Total charge   +1

The geometry in XYZ format:
```
94
C19H53NO16P5 (wB97M-V/def2-TZVPD)
C 3.46503 1.57292 2.57777
P 2.33342 2.89810 1.71322
C 2.74428 4.66406 2.31244
C 0.56328 2.42040 2.28737
C 0.17327 3.03514 3.75606
C -1.44986 3.00411 4.04382
N -2.29359 3.50691 2.89343
C -2.04860 2.82030 1.56786
C -0.48407 2.78897 1.07908
H 4.60689 1.84648 2.51491
H 3.29906 0.55249 1.98140
H 3.11594 1.33695 3.68512
H 1.82336 5.36151 2.01176
H 2.88738 4.76136 3.48471
H 3.68254 5.14547 1.78338
H 0.55548 1.23181 2.39932
H 0.56171 4.12022 3.96280
H 0.69702 2.34072 4.57113
H -1.61853 3.70484 4.99556
H -1.77240 1.91529 4.40278
H -2.14680 4.53814 2.76933
H -3.30430 3.29495 3.15235
H -2.65323 3.41577 0.73474
H -2.47261 1.71931 1.54693
H -0.16647 3.78274 0.50360
H -0.36621 1.92285 0.26614
C -8.12458 4.84347 5.78993
O -7.05590 4.61999 4.89312
P -7.45887 3.77176 3.44012
O -6.05798 3.15097 3.44119
O -7.41173 5.19832 2.61742
C -8.43758 6.14020 2.83884
O -7.86175 2.92361 1.98720
C -6.98259 3.01838 0.87716
H -7.82645 4.50298 6.78462
H -8.33651 5.91479 5.83621
H -9.02559 4.30626 5.48290
H -8.06635 6.92002 3.50610
H -9.32272 5.67249 3.27762
H -8.71315 6.59938 1.88589
H -6.08802 2.40986 1.04519
H -6.70003 4.05146 0.66657
H -7.50324 2.62483 -0.00060
C 5.65700 -3.07961 4.71104
O 6.72567 -3.30309 3.81423
P 6.32270 -4.15132 2.36122
O 7.72359 -4.77211 2.36230
O 6.36984 -2.72476 1.53853
C 5.34399 -1.78288 1.75995
O 5.91983 -4.99947 0.90831
C 6.79898 -4.90470 -0.20174
H 5.95513 -3.42010 5.70573
H 5.44506 -2.00829 4.75731
H 4.75598 -3.61682 4.40401
H 5.71522 -1.00306 2.42721
H 4.45885 -2.25059 2.19872
H 5.06842 -1.32370 0.80699
H 7.69355 -5.51322 -0.03370
H 7.08154 -3.87162 -0.41232
H 6.27833 -5.29825 -1.07949
C 1.96899 1.20020 -4.97970
O 1.56390 0.50769 -3.81669
P -0.07961 0.74814 -3.33282
O 0.35167 0.59007 -1.87101
O -0.45589 -0.73499 -3.94343
C -0.46284 -0.90756 -5.34297
O -1.72300 0.98853 -2.84894
C -2.32020 0.04472 -1.97335
H 2.88996 1.74642 -4.76132
H 2.17100 0.47849 -5.77538
H 1.20450 1.90656 -5.31332
H 0.45856 -1.40914 -5.64397
H -0.54670 0.04964 -5.86403
H -1.31026 -1.53957 -5.62108
H -1.94624 0.17994 -0.95322
H -2.15103 -0.98219 -2.30239
H -3.39912 0.22447 -1.96806
C 1.34069 -7.04946 -7.71591
O 1.83491 -5.88430 -7.08789
P 0.88236 -5.27443 -5.77877
O 1.31801 -3.85403 -6.15365
O 1.97229 -5.90614 -4.71712
C 2.03106 -7.30654 -4.56223
O -0.07008 -4.66457 -4.46974
C 0.53670 -3.78049 -3.54005
H 1.30634 -6.88012 -8.79498
H 2.01993 -7.88177 -7.51422
H 0.33825 -7.30247 -7.36126
H 2.88613 -7.69054 -5.12131
H 1.11539 -7.78730 -4.91603
H 2.17166 -7.54367 -3.50445
H 0.65882 -2.78621 -3.98198
H 1.49921 -4.15565 -3.18754
H -0.12797 -3.69074 -2.67601
```

Mulliken population analysis, charges in e, atoms 1 to 6:
1 C -0.821
2 P 0.221
3 C -0.924
4 C -0.042
5 C -0.647
6 C -0.677

(3)
The following is a quantum chemistry calculation of an isolated ion of composition C2H7N4O and charge +1, from OMol25.

Results
SMILES   [NH2+]=NCC(=[NH2+])N[O-]
Kohn-Sham gap (spin up / spin down)   0.29263 / 0.29369 hartree
E_tot   -10183.947 eV
Total charge   +1

The geometry in XYZ format:
```
14
C2H7N4O (wB97M-V/def2-TZVPD)
C 0.19080 -0.19974 0.71669
C 0.84270 -0.35440 -0.62368
N -1.10774 -0.47601 0.81197
N -0.03328 0.71876 -1.17392
N -1.03873 0.36926 -1.79398
N 0.76496 0.35202 1.76649
O -1.76683 -1.03280 -0.15526
H 1.84084 0.13668 -0.86928
H 0.76490 -1.35579 -1.17453
H -1.77538 -0.14232 1.40554
H -1.11208 -0.47226 -2.48138
H -1.63468 1.05799 -2.19206
H 1.75995 0.60550 1.80329
H 0.24694 0.99240 2.38631
```

Mulliken population analysis, charges in e, atoms 1 to 6:
1 C 0.560
2 C -0.301
3 N 0.123
4 N -0.264
5 N -0.048
6 N -0.476

(4)
The following is a quantum chemistry calculation of C4H11Cl2GdPr as an isolated structure, from OMol25.

Results
Multiplicity   10
Kohn-Sham gap (spin up / spin down)   0.21269 / 0.20614 hartree
E_tot   -64270.569 eV
Total charge   -1

The geometry in XYZ format:
```
19
C4H11Cl2GdPr (wB97M-V/def2-TZVPD)
Pr -0.13000 -1.14749 -0.93800
Cl -1.78983 -0.23391 0.89171
C 0.11879 -3.17251 -0.04438
C -1.28062 -0.15072 -2.54529
H 0.25155 -3.52943 -1.09896
H 0.98771 -3.03127 0.49978
H -0.81856 -3.27147 0.36935
H -0.91714 -0.96883 -3.21417
H -0.77847 0.75196 -2.61399
H -2.22619 -0.25286 -2.14784
Gd 0.57854 0.74989 1.78383
C 0.29259 3.01708 1.61955
C 1.60120 0.30111 -0.28873
H 0.96428 3.28841 0.85765
H -0.72286 3.17373 1.49615
H 0.66984 3.09966 2.63563
H 1.61741 0.95707 -1.11868
H 2.27886 -0.48535 0.06653
Cl -0.69708 0.90493 3.78985
```

Mulliken population analysis, charges in e, atoms 1 to 6:
1 Pr 0.972
2 Cl -0.494
3 C -1.267
4 C -1.234
5 H 0.214
6 H 0.360

(5)
The following is a quantum chemistry calculation of a 2-piece molecular cluster, C8H10BClNO4 overall, from OMol25.

Results
Kohn-Sham gap   0.25293 hartree
E_tot   -31341.520 eV
Total charge   -1

The geometry in XYZ format:
```
25
C8H10BClNO4 (wB97M-V/def2-TZVPD)
C 1.54964 2.80110 -1.15953
C 0.12398 2.21262 -1.07012
B -0.41001 2.30545 0.37807
O -0.73316 3.52754 0.94026
O -0.52130 1.14999 1.21273
C -1.53667 0.36988 0.92859
O -2.38138 0.62027 0.12490
O -1.56458 -0.74896 1.70039
C -0.83528 -1.78290 1.04157
C 0.45635 -2.04890 1.44219
C 1.10926 -3.04797 0.73016
C 0.42115 -3.67801 -0.29644
N -0.83606 -3.43558 -0.65548
C -1.45893 -2.46790 0.01474
H 2.26562 1.99221 -1.03168
H 1.73421 3.22566 -2.14381
H 1.73878 3.58909 -0.42802
H 0.15866 1.15076 -1.38206
H -0.51640 2.78931 -1.73748
H -1.65002 3.54006 1.23328
H 0.92971 -1.49516 2.23565
H 2.13277 -3.29943 0.95001
H 0.94715 -4.43693 -0.86225
H -2.47068 -2.19763 -0.24676
Cl 1.34720 -0.63457 -1.91891
```

Mulliken population analysis, charges in e, atoms 1 to 6:
1 C -1.179
2 C 0.223
3 B 0.542
4 O -0.579
5 O -0.382
6 C 0.601